Entry 1:
Here is a structure of composition C33H49Cl12NO21Zr from the Open Molecules 2025 dataset. Energies are from ωB97M-V/def2-TZVPD.

The geometry in XYZ format:
```
117
Properties=species:S:1:pos:R:3:lowdin_charge:R:1
Zr -4.117 2.576 -0.814 2.135
C -1.931 -1.054 1.550 -0.036
C -0.954 0.157 1.498 -0.401
C 0.458 -0.328 1.802 -0.147
C 1.185 -1.022 0.647 -0.170
C 1.227 -0.039 -0.535 -0.142
C -0.187 0.414 -1.001 -0.371
N -1.005 0.901 0.161 0.005
O -2.186 1.572 -0.179 -0.234
C -0.745 -0.863 -1.743 -0.049
C 0.125 1.570 -2.083 -0.012
C -1.355 1.199 2.644 0.009
H -1.755 -1.907 0.895 0.040
H -2.893 -0.691 1.190 0.068
H -2.083 -1.416 2.567 0.070
H 0.488 -1.164 2.500 0.122
H 1.038 0.487 2.235 0.090
H 0.644 -1.915 0.333 0.099
H 2.160 -1.435 0.908 0.078
H 1.902 -0.424 -1.299 0.103
H 1.873 0.765 -0.181 0.099
H -1.075 -1.641 -1.055 0.016
H 0.047 -1.356 -2.307 0.071
H -1.611 -0.624 -2.361 0.051
H 0.449 2.455 -1.535 0.073
H -0.664 1.865 -2.774 0.055
H 0.895 1.238 -2.779 0.066
H -0.864 0.923 3.577 0.092
H -2.424 1.288 2.835 0.072
H -0.955 2.137 2.260 0.076
C -5.946 2.740 3.025 0.071
C -5.115 2.541 1.740 -0.634
O -5.407 1.847 0.813 -0.075
O -4.110 3.196 1.362 -0.095
H -7.009 2.673 2.795 0.102
H -5.786 3.675 3.563 0.100
H -5.705 2.033 3.819 0.101
C -3.968 -4.489 3.609 -1.443
Cl -3.738 -3.230 4.843 0.523
Cl -2.842 -4.296 2.253 0.588
Cl -5.655 -4.338 3.004 0.521
H -3.762 -5.442 4.095 0.034
C -1.377 -4.996 -2.854 -1.508
Cl -2.302 -3.860 -3.816 0.565
Cl -2.029 -6.637 -2.949 0.582
Cl -1.339 -4.390 -1.179 0.534
H -0.323 -4.954 -3.131 0.002
C 5.625 -0.643 2.147 -1.452
Cl 5.501 -1.089 0.444 0.581
Cl 3.999 -0.701 2.996 0.533
Cl 6.372 0.919 2.287 0.619
H 6.344 -1.330 2.593 0.026
C -0.718 1.227 -6.069 -1.525
Cl 0.578 1.078 -7.256 0.566
Cl -0.741 -0.196 -5.007 0.593
Cl -2.271 1.504 -6.878 0.541
H -0.429 2.081 -5.456 0.006
C -4.867 -3.339 -0.770 -0.176
C -5.943 -2.875 -1.787 -0.057
O -5.463 -1.604 -2.220 0.075
C -4.691 -1.086 -1.239 -0.377
O -4.473 0.126 -1.118 -0.025
O -4.339 -2.160 -0.362 0.023
H -4.036 -3.896 -1.203 0.077
H -5.251 -4.006 0.001 0.113
H -6.905 -2.677 -1.314 0.141
H -6.071 -3.483 -2.682 0.147
C 5.156 3.101 -0.619 -0.082
C 4.533 1.715 -0.959 -0.137
O 3.621 2.082 -1.958 0.077
C 3.496 3.357 -2.110 -0.561
O 2.745 3.987 -2.860 0.104
O 4.324 4.056 -1.276 0.062
H 6.153 3.277 -1.024 0.145
H 5.108 3.297 0.452 0.103
H 4.037 1.241 -0.112 0.078
H 5.280 0.976 -1.249 0.093
C 2.705 -1.336 -4.171 -0.161
C 3.283 -2.446 -3.343 -0.100
O 2.269 -3.400 -3.560 0.062
C 1.492 -3.050 -4.602 -0.580
O 0.657 -3.721 -5.210 0.112
O 2.018 -2.000 -5.165 0.072
H 3.445 -0.650 -4.582 0.149
H 2.042 -0.685 -3.601 0.096
H 3.415 -2.179 -2.295 0.121
H 4.160 -2.966 -3.727 0.148
C 0.792 5.662 -0.195 -0.088
C 0.378 6.344 -1.493 -0.098
O -0.924 5.920 -1.681 0.112
C -1.270 5.048 -0.718 -0.506
O -2.318 4.428 -0.716 0.002
O -0.350 4.939 0.253 0.097
H 1.237 6.241 0.615 0.140
H 1.446 4.835 -0.471 0.114
H 0.934 5.852 -2.290 0.129
H 0.623 7.405 -1.449 0.152
C 1.995 3.281 2.863 -0.120
C 3.376 2.933 3.336 -0.154
O 4.193 3.955 2.861 0.058
C 3.513 4.792 2.035 -0.493
O 4.046 5.748 1.502 0.161
O 2.169 4.442 2.066 0.030
H 1.301 3.457 3.685 0.138
H 1.523 2.502 2.264 0.098
H 3.711 1.992 2.900 0.051
H 3.437 2.867 4.422 0.146
C 1.296 -4.347 4.178 -0.136
C 0.387 -4.634 2.984 -0.191
O 0.085 -5.993 3.134 0.046
C 0.941 -6.589 4.040 -0.479
O 1.108 -7.782 4.269 0.154
O 1.668 -5.614 4.627 0.073
H 0.688 -3.889 4.958 0.131
H 2.104 -3.671 3.899 0.123
H 0.909 -4.462 2.043 0.124
H -0.433 -3.915 2.993 0.057
```

LUMO energy = -8.1 eV
Spin multiplicity = 1
Charge = +2


Entry 2:
Here is an isolated molecule of C33H49N5O8 from the Open Molecules 2025 dataset. Energies are from ωB97M-V/def2-TZVPD.

The geometry in XYZ format:
```
95
Properties=species:S:1:pos:R:3:lowdin_charge:R:1
C 0.852 2.254 6.285 -0.076
H 1.896 2.085 6.033 0.075
H 0.675 3.326 6.321 0.083
H 0.668 1.843 7.275 0.076
C -0.065 1.599 5.254 -0.421
C -1.528 1.821 5.631 -0.060
H -1.780 2.877 5.563 0.090
H -2.191 1.267 4.971 0.073
H -1.710 1.488 6.650 0.080
H 0.136 0.522 5.246 0.138
C 0.248 2.159 3.863 -0.118
H 1.304 1.994 3.643 0.111
H 0.049 3.233 3.846 0.131
C -0.563 1.498 2.757 -0.196
N 0.031 1.742 1.456 0.151
C 0.024 0.850 0.454 -0.399
O -0.291 -0.328 0.606 0.032
C 0.451 1.429 -0.826 -0.146
C 0.705 0.851 -2.061 -0.095
N 1.080 1.885 -2.868 0.149
C 1.036 3.016 -2.137 -0.150
N 0.667 2.778 -0.911 0.117
H 1.280 3.986 -2.520 0.126
H 1.354 1.745 -3.831 0.166
C 0.725 -0.514 -2.638 -0.427
O 1.230 -0.701 -3.735 0.070
N 0.167 -1.453 -1.867 0.130
C 0.203 -2.857 -2.185 -0.190
C -0.855 -3.273 -3.220 -0.435
O -1.121 -4.430 -3.426 0.114
O -1.372 -2.226 -3.834 0.023
C -2.241 -2.383 -4.990 -0.555
C -2.485 -0.954 -5.476 -0.015
H -3.070 -0.396 -4.751 0.069
H -3.020 -0.971 -6.421 0.091
H -1.530 -0.455 -5.616 0.090
C -1.522 -3.188 -6.071 -0.014
H -2.122 -3.203 -6.976 0.090
H -1.358 -4.211 -5.742 0.080
H -0.560 -2.731 -6.289 0.097
C -3.549 -3.052 -4.572 -0.012
H -4.021 -2.487 -3.770 0.088
H -4.227 -3.087 -5.421 0.091
H -3.361 -4.065 -4.227 0.082
H 1.166 -3.081 -2.669 0.175
C 0.047 -3.670 -0.900 -0.126
H -0.897 -3.374 -0.435 0.126
C 1.198 -3.412 0.074 -0.184
C 0.770 -3.584 1.530 -0.180
H 0.634 -4.641 1.766 0.117
C 1.790 -2.979 2.493 -0.176
N 1.906 -1.548 2.322 0.089
C 3.051 -0.981 1.878 -0.562
O 4.094 -1.574 1.736 0.082
O 2.858 0.343 1.673 0.023
C 3.966 1.169 1.243 -0.562
C 5.121 1.095 2.244 -0.019
H 5.901 1.791 1.950 0.088
H 5.533 0.091 2.273 0.077
H 4.768 1.359 3.239 0.090
C 3.410 2.593 1.206 -0.017
H 3.052 2.881 2.191 0.078
H 4.194 3.281 0.903 0.091
H 2.587 2.667 0.501 0.051
C 4.418 0.736 -0.152 -0.007
H 4.820 -0.273 -0.117 0.082
H 5.187 1.411 -0.518 0.090
H 3.573 0.755 -0.839 0.079
H 1.049 -1.033 2.172 0.107
H 1.490 -3.187 3.527 0.117
H 2.784 -3.399 2.325 0.122
H -0.185 -3.076 1.682 0.108
H 2.038 -4.072 -0.148 0.126
H 1.547 -2.386 -0.052 0.101
H -0.026 -4.727 -1.158 0.124
H -0.183 -1.184 -0.943 0.102
H 0.243 2.700 1.206 0.141
C -1.963 2.083 2.556 -0.471
O -2.217 3.258 2.588 0.132
O -2.803 1.123 2.178 0.024
C -3.949 1.518 1.408 -0.093
C -3.499 1.605 -0.027 -0.197
C -3.178 0.437 -0.710 -0.027
C -2.645 0.496 -1.984 -0.078
C -2.433 1.725 -2.588 -0.091
C -2.746 2.891 -1.912 -0.076
C -3.270 2.833 -0.631 -0.027
H -3.492 3.743 -0.095 0.117
H -2.572 3.850 -2.376 0.104
H -2.018 1.770 -3.584 0.103
H -2.377 -0.414 -2.498 0.084
H -3.331 -0.517 -0.228 0.123
H -4.323 2.478 1.775 0.127
H -4.692 0.733 1.560 0.134
H -0.639 0.416 2.893 0.154
```

LUMO energy = 0.4 eV
Spin multiplicity = 1
Relative energy (zero: lowest compared OMol25 entry of this formula, charge and spin) = 0.2978 eV
Charge = 0


Entry 3:
Here is a structure of composition C33H50AuGeN3O5Si3 from the Open Molecules 2025 dataset. Energies are from ωB97M-V/def2-TZVPD.

The geometry in XYZ format:
```
96
Properties=species:S:1:pos:R:3:lowdin_charge:R:1
Au 0.773 -1.242 0.574 1.041
C 4.863 -1.070 -1.025 -0.026
C 5.616 -0.967 0.139 -0.026
C 4.980 -0.819 1.358 0.001
C 3.589 -0.763 1.407 -0.233
N 2.886 -0.825 0.262 -0.051
C 3.490 -0.993 -0.915 -0.135
C 2.782 -0.645 2.630 -0.276
C 3.327 -0.381 3.888 -0.075
C 2.506 -0.291 4.998 -0.065
C 1.132 -0.451 4.872 -0.049
C 0.580 -0.714 3.622 -0.104
C 1.397 -0.818 2.514 -0.221
H 5.326 -1.199 -1.992 0.119
H 6.696 -1.010 0.091 0.122
H 5.556 -0.764 2.270 0.120
H 2.836 -1.060 -1.775 0.106
H 4.395 -0.240 4.004 0.122
H 2.937 -0.090 5.970 0.118
H 0.490 -0.380 5.740 0.115
H -0.491 -0.846 3.519 0.099
C 2.841 4.590 1.526 -0.200
Si 2.563 2.731 1.355 0.575
C 2.421 1.892 3.038 -0.211
C 3.989 1.969 0.369 -0.205
Ge 0.562 1.435 -0.125 0.798
Si 0.992 2.310 -2.383 0.394
C 2.529 1.536 -3.171 -0.216
C -0.497 2.019 -3.509 -0.205
C 1.279 4.180 -2.257 -0.207
Si -1.034 3.000 1.046 0.438
C -2.541 3.178 -0.079 -0.186
C -0.525 4.786 1.412 -0.205
C -1.374 2.076 2.659 -0.206
H 3.891 4.768 1.772 0.042
H 2.233 5.017 2.323 0.017
H 2.617 5.130 0.605 0.019
H 3.401 1.889 3.523 0.063
H 2.081 0.858 2.948 -0.040
H 1.729 2.420 3.696 0.050
H 4.860 1.853 1.021 0.051
H 4.278 2.608 -0.467 0.040
H 3.731 0.985 -0.025 -0.027
H 2.389 0.470 -3.361 0.018
H 3.411 1.655 -2.539 0.009
H 2.736 2.020 -4.128 0.038
H -0.818 0.978 -3.463 0.012
H -0.240 2.257 -4.543 0.038
H -1.338 2.648 -3.210 0.029
H 2.170 4.414 -1.670 0.013
H 0.427 4.690 -1.803 0.018
H 1.421 4.592 -3.258 0.039
H -2.401 4.023 -0.756 0.036
H -3.438 3.369 0.515 0.045
H -2.715 2.290 -0.678 -0.004
H -0.053 5.268 0.554 0.022
H 0.148 4.877 2.264 0.012
H -1.435 5.346 1.641 0.043
H -1.462 1.002 2.480 0.005
H -2.297 2.419 3.132 0.040
H -0.558 2.227 3.367 0.018
O 0.910 -2.936 -1.067 -0.081
C 0.105 -3.797 -1.463 -0.457
C -0.995 -3.474 -2.443 -0.079
C -2.404 -3.733 -1.879 -0.180
C -2.865 -5.188 -1.957 -0.200
C -2.050 -6.140 -1.085 -0.179
C -0.579 -6.201 -1.494 -0.160
N 0.204 -5.059 -1.034 0.102
H -0.839 -4.056 -3.356 0.130
H -0.885 -2.419 -2.692 0.115
H -3.111 -3.119 -2.441 0.112
H -2.435 -3.396 -0.840 0.105
H -2.827 -5.529 -2.996 0.118
H -3.910 -5.233 -1.644 0.115
H -2.470 -7.144 -1.170 0.115
H -2.119 -5.839 -0.037 0.120
H -0.514 -6.270 -2.583 0.125
H -0.111 -7.091 -1.079 0.124
H 0.924 -5.227 -0.349 0.155
O -1.408 -1.447 0.429 -0.097
C -1.880 -0.556 -0.323 -0.600
O -1.161 0.292 -0.912 -0.234
C -3.367 -0.520 -0.499 -0.139
C -4.184 -0.951 0.542 0.009
C -5.558 -0.934 0.398 0.026
C -6.099 -0.504 -0.804 -0.129
C -5.300 -0.091 -1.858 0.025
C -3.927 -0.096 -1.700 -0.006
N -7.559 -0.494 -0.962 -0.349
O -8.228 -0.905 -0.036 0.091
O -8.004 -0.072 -2.011 0.091
H -3.727 -1.288 1.463 0.124
H -6.217 -1.245 1.194 0.125
H -5.765 0.230 -2.779 0.126
H -3.281 0.229 -2.506 0.121
```

LUMO energy (spin up / spin down) = -2.8 / -4.6 eV
Spin multiplicity = 4
Relative energy (zero: lowest compared OMol25 entry of this formula, charge and spin) = 0.9307 eV
Charge = +1


Entry 4:
Here is a cluster of 4 separate species, C33H50ClN4O3P2 in total from the Open Molecules 2025 dataset. Energies are from ωB97M-V/def2-TZVPD.

The geometry in XYZ format:
```
93
Properties=species:S:1:pos:R:3:lowdin_charge:R:1
C 6.407 -2.355 0.814 -0.052
C 5.381 -1.294 1.130 -0.244
O 4.306 -1.435 0.150 -0.234
P 3.075 -0.459 0.346 0.453
O 2.477 -0.584 1.689 -0.259
C 1.871 -0.972 -0.882 -0.177
C 0.542 -0.292 -0.496 -0.190
C -0.460 -1.334 -0.006 -0.120
N -1.808 -0.758 -0.017 0.000
C -2.114 0.296 0.830 -0.228
N -1.232 0.869 1.754 0.146
C -3.401 0.650 0.511 -0.261
N -4.075 1.733 1.115 0.132
N -3.870 -0.204 -0.461 0.026
C -5.170 -0.226 -1.143 -0.175
C -6.334 0.413 -0.408 -0.719
C -7.601 0.121 -1.195 -0.117
Cl -6.495 -0.344 1.201 0.681
C -2.861 -1.058 -0.780 -0.332
P -2.678 -2.382 -2.028 0.968
C -2.264 -3.939 -1.130 -0.263
C -4.294 -2.763 -2.794 -0.296
O 3.492 1.059 0.113 -0.197
C 3.969 1.484 -1.186 -0.245
C 5.411 1.125 -1.455 -0.066
H 5.913 -3.318 0.754 0.073
H 6.846 -2.136 -0.154 0.079
H 7.160 -2.350 1.594 0.086
H 4.984 -1.390 2.134 0.118
H 5.796 -0.296 1.017 0.107
H 2.154 -0.648 -1.881 0.092
H 1.813 -2.056 -0.895 0.082
H 0.748 0.426 0.289 0.078
H 0.117 0.233 -1.347 0.126
H -0.251 -1.613 1.022 0.139
H -0.381 -2.199 -0.649 0.087
H -0.705 0.133 2.221 0.109
H -1.793 1.283 2.492 0.106
H -4.543 2.323 0.441 0.071
H -3.355 2.338 1.492 0.090
H -5.438 -1.263 -1.264 0.084
H -5.053 0.272 -2.103 0.144
H -6.230 1.486 -0.312 0.091
H -8.481 0.489 -0.687 0.083
H -7.526 0.562 -2.187 0.090
H -7.694 -0.953 -1.332 0.082
H -2.140 -3.817 -0.060 0.045
H -1.310 -4.270 -1.526 0.033
H -2.992 -4.708 -1.365 0.042
H -5.056 -2.956 -2.041 0.038
H -4.649 -1.976 -3.447 0.041
H -4.178 -3.689 -3.343 0.049
H 3.320 1.146 -1.990 0.106
H 3.896 2.567 -1.173 0.121
H 6.072 1.590 -0.733 0.086
H 5.571 0.054 -1.503 0.068
H 5.657 1.527 -2.437 0.087
C -1.440 5.872 -1.914 -0.079
C -2.648 5.644 -2.559 -0.083
C -3.347 4.468 -2.330 -0.090
C -2.837 3.523 -1.450 -0.111
C -1.627 3.750 -0.804 -0.093
C -0.928 4.925 -1.038 -0.081
H -0.896 6.790 -2.094 0.107
H -3.046 6.385 -3.239 0.107
H -4.287 4.290 -2.836 0.101
H -3.377 2.606 -1.261 0.066
H -1.228 3.012 -0.116 0.085
H 0.014 5.102 -0.535 0.106
C 3.352 -4.520 -0.646 -0.109
C 2.775 -4.464 0.616 -0.100
C 2.160 -5.590 1.148 -0.093
C 2.128 -6.773 0.422 -0.093
C 2.707 -6.829 -0.838 -0.092
C 3.316 -5.703 -1.374 -0.089
H 3.833 -3.643 -1.060 0.088
H 2.804 -3.542 1.187 0.092
H 1.708 -5.545 2.131 0.102
H 1.655 -7.651 0.840 0.103
H 2.686 -7.753 -1.402 0.103
H 3.767 -5.748 -2.357 0.103
C 1.102 2.937 3.132 -0.095
C 2.370 3.236 2.653 -0.083
C 3.116 4.241 3.253 -0.089
C 2.598 4.940 4.336 -0.092
C 1.333 4.637 4.817 -0.095
C 0.584 3.637 4.213 -0.099
H 0.522 2.156 2.657 0.060
H 2.775 2.682 1.816 0.080
H 4.103 4.479 2.879 0.101
H 3.183 5.720 4.806 0.103
H 0.931 5.180 5.662 0.102
H -0.406 3.405 4.588 0.095
```

LUMO energy = -2.2 eV
Spin multiplicity = 1
Charge = +1